{
  "formula": "C36H108O18",
  "method": "ωB97M-V/def2-TZVPD",
  "lumo_energy_ev": 0.5,
  "spin_multiplicity": 1,
  "e_above_lowest_ev": 1.6907,
  "symbols": ["C", "C", "O", "H", "H", "H", "H", "H", "H", "C", "C", "O", "H", "H", "H", "H", "H", "H", "C", "C", "O", "H", "H", "H", "H", "H", "H", "C", "C", "O", "H", "H", "H", "H", "H", "H", "C", "C", "O", "H", "H", "H", "H", "H", "H", "C", "C", "O", "H", "H", "H", "H", "H", "H", "C", "C", "O", "H", "H", "H", "H", "H", "H", "C", "C", "O", "H", "H", "H", "H", "H", "H", "C", "C", "O", "H", "H", "H", "H", "H", "H", "C", "C", "O", "H", "H", "H", "H", "H", "H", "C", "C", "O", "H", "H", "H", "H", "H", "H", "C", "C", "O", "H", "H", "H", "H", "H", "H", "C", "C", "O", "H", "H", "H", "H", "H", "H", "C", "C", "O", "H", "H", "H", "H", "H", "H", "C", "C", "O", "H", "H", "H", "H", "H", "H", "C", "C", "O", "H", "H", "H", "H", "H", "H", "C", "C", "O", "H", "H", "H", "H", "H", "H", "C", "C", "O", "H", "H", "H", "H", "H", "H"],
  "xyz": [[-3.8047, 5.3677, 0.5700], [-4.2166, 3.8860, 0.9263], [-3.0130, 3.1794, 1.1007], [-4.6038, 5.9171, 0.0360], [-2.8860, 5.3781, -0.0051], [-3.6251, 5.9054, 1.4874], [-4.9036, 3.4274, 0.2169], [-4.7372, 3.8287, 1.9346], [-3.1740, 2.2568, 0.7688], [1.9466, 5.2698, -1.1548], [1.2485, 5.0233, 0.1355], [0.0553, 4.1976, -0.1153], [2.2363, 4.3377, -1.5462], [2.8548, 5.9488, -1.0645], [1.2682, 5.7759, -1.8566], [0.9829, 6.0252, 0.5627], [1.9074, 4.4779, 0.8486], [0.1544, 3.3718, 0.4188], [-1.1533, -2.7335, 3.7410], [-0.7508, -2.9879, 5.1351], [-0.5393, -1.7544, 5.7921], [-1.2066, -3.6534, 3.1965], [-0.4654, -2.0576, 3.2225], [-2.1242, -2.2442, 3.7311], [0.1086, -3.6301, 5.1304], [-1.5258, -3.5534, 5.6104], [-0.5869, -1.8741, 6.7171], [2.2136, -2.9163, -0.0041], [3.4192, -2.0291, 0.1439], [3.2466, -1.0755, 1.2255], [1.3917, -2.4165, -0.5224], [1.8183, -3.1793, 0.9891], [2.4748, -3.8605, -0.5089], [3.6538, -1.5411, -0.8536], [4.2830, -2.6190, 0.3351], [3.8143, -0.3003, 1.2122], [5.6319, 2.4102, -1.6224], [4.5137, 2.0366, -0.6809], [5.0233, 1.2071, 0.3933], [6.4127, 2.9225, -1.0803], [5.1584, 3.1253, -2.3242], [6.1789, 1.6277, -2.1998], [3.7759, 1.4687, -1.1995], [4.0529, 3.0147, -0.3761], [5.8298, 1.6571, 0.7906], [-0.8030, 4.2207, 5.2599], [-1.8298, 3.8322, 4.1614], [-1.0856, 4.0624, 2.9111], [-0.0267, 3.5059, 5.2993], [-1.2937, 4.2673, 6.1999], [-0.3420, 5.1916, 5.0521], [-2.6915, 4.4687, 4.1987], [-2.1101, 2.7762, 4.2477], [-1.5775, 3.6145, 2.1989], [-5.0256, -0.1524, -2.0347], [-4.1804, 0.9453, -1.3862], [-4.0032, 0.9864, 0.0194], [-6.0754, -0.1394, -1.7372], [-4.6295, -1.1237, -1.7691], [-4.8490, 0.0058, -3.1182], [-4.5150, 1.9453, -1.7259], [-3.1430, 0.8737, -1.8482], [-4.2506, 0.1563, 0.4889], [3.7089, 1.0339, -4.9699], [2.5911, 1.2541, -3.9593], [2.7604, 2.5017, -3.2999], [3.4417, 0.2806, -5.6991], [4.6405, 0.7249, -4.5197], [3.8578, 1.9745, -5.4370], [2.6290, 0.3312, -3.2697], [1.6699, 1.2643, -4.5333], [1.8944, 2.9372, -3.3464], [1.7259, 1.6235, 4.0915], [1.8950, 1.9359, 2.6048], [0.5728, 2.2678, 2.0450], [2.6817, 1.2916, 4.5552], [0.9281, 0.9089, 4.2248], [1.4195, 2.5036, 4.7408], [2.2206, 1.0644, 2.0285], [2.5841, 2.7464, 2.3476], [0.2974, 3.0258, 2.6018], [3.1198, -2.7884, -5.6197], [3.7305, -4.1660, -5.8819], [3.2593, -4.8723, -7.0065], [3.8419, -2.1306, -5.0997], [2.2326, -2.8749, -4.9598], [2.8584, -2.3297, -6.5366], [3.6472, -4.7697, -5.0216], [4.7601, -3.9888, -6.0281], [2.3696, -5.1759, -6.7992], [1.4078, -6.0395, 2.8464], [0.2749, -5.6567, 1.8617], [-1.0147, -6.0425, 2.4471], [2.3976, -5.8383, 2.4033], [1.3558, -7.0492, 3.1885], [1.4030, -5.3451, 3.6924], [0.4404, -6.2124, 0.9263], [0.2682, -4.5970, 1.6854], [-1.0189, -5.6656, 3.3892], [-1.2870, -2.8021, -3.0366], [-0.5232, -4.0151, -2.5709], [0.4024, -4.3873, -3.6036], [-0.6565, -1.9249, -3.2099], [-1.9861, -2.4001, -2.3069], [-1.8252, -2.9869, -4.0278], [-1.1580, -4.8750, -2.3635], [0.0761, -3.7735, -1.6930], [1.3065, -4.1180, -3.3344], [-0.3062, 1.8261, -7.2124], [-0.5355, 0.6105, -6.3865], [0.6497, -0.2004, -6.3152], [-0.0020, 1.5303, -8.2362], [0.4571, 2.5314, -6.7705], [-1.2607, 2.3267, -7.3111], [-1.3580, 0.0142, -6.8244], [-0.8291, 0.9858, -5.3663], [0.3568, -1.0128, -5.8877], [-2.4677, 3.2060, -3.9369], [-1.4641, 4.0296, -3.1092], [-0.4761, 3.1961, -2.5925], [-2.8780, 2.5074, -3.1814], [-1.8888, 2.7660, -4.7282], [-3.2021, 3.8768, -4.3198], [-1.9344, 4.6218, -2.2887], [-1.0124, 4.8448, -3.6857], [-0.3279, 3.4060, -1.6862], [-4.8836, 0.7334, 4.5357], [-3.9158, -0.4171, 4.1482], [-3.6661, -0.5200, 2.7632], [-5.9011, 0.4348, 4.3900], [-4.5879, 1.6518, 3.9918], [-4.8395, 1.0445, 5.5287], [-4.4540, -1.3400, 4.3791], [-2.9999, -0.3743, 4.7328], [-2.7539, -0.2517, 2.4836], [-3.0410, -3.6701, 0.6403], [-4.4592, -3.5791, 1.1995], [-4.8845, -2.2284, 1.0136], [-2.9806, -3.2830, -0.4011], [-2.6530, -4.6694, 0.7080], [-2.4332, -3.0530, 1.2306], [-4.4168, -3.9367, 2.2338], [-5.0721, -4.2522, 0.6262], [-4.5089, -1.6683, 1.7224], [-0.1978, 0.3477, -0.5558], [-0.5995, -0.5694, 0.5714], [-1.1563, 0.0540, 1.6698], [0.5702, 1.0682, -0.2096], [-0.9429, 1.1035, -0.8924], [0.1554, -0.2833, -1.4081], [0.2774, -1.1051, 0.8963], [-1.3167, -1.3298, 0.1944], [-0.5470, 0.7993, 1.8496], [3.0785, -2.5037, 5.3973], [4.1284, -2.0851, 4.3080], [4.5008, -3.1306, 3.4589], [2.5363, -1.7232, 5.9425], [3.5911, -3.2053, 6.1637], [2.2482, -3.1234, 4.9509], [5.0251, -1.6323, 4.7970], [3.7237, -1.3452, 3.6049], [4.7461, -3.9238, 3.9528]],
  "forces_ev_per_a": [[-1.4, -0.8, 0.1], [0.0, 1.6, 1.5], [0.4, -1.4, -0.6], [0.4, -0.4, 0.2], [0.0, -0.2, -0.2], [0.2, 0.2, 0.3], [0.3, -0.1, -0.3], [0.1, 0.5, -1.1], [0.2, 0.6, 0.3], [0.7, 1.9, -0.3], [-0.6, 0.0, 0.9], [1.0, 0.0, 0.8], [0.6, -1.1, -0.9], [-1.0, -0.9, 0.1], [0.1, -0.2, 0.1], [-0.3, -1.1, 0.1], [-0.4, 0.4, -0.3], [0.0, 0.8, -0.2], [-0.2, 1.1, -0.7], [0.0, 0.0, 0.2], [0.2, 0.4, -1.3], [-0.2, -0.5, -0.5], [0.1, -0.1, 0.1], [-0.1, -0.1, -0.2], [1.0, -0.2, 0.3], [-0.7, -0.4, 0.6], [0.0, -0.2, 1.5], [-0.5, -0.2, 0.6], [0.5, 1.7, -0.8], [-1.0, -0.9, -0.4], [0.1, -0.1, -0.1], [0.3, 0.0, -0.2], [-0.1, 0.4, 0.0], [-0.4, -0.1, 1.1], [0.8, -0.6, 0.5], [0.6, -0.1, -0.8], [0.0, 0.4, -1.2], [1.2, 0.3, 0.3], [0.7, 1.2, 0.7], [0.2, 0.5, 0.3], [0.6, -0.3, 0.0], [-0.9, 0.1, 0.5], [-0.7, -0.5, -0.1], [0.2, -1.0, 0.4], [-1.6, -0.8, -0.8], [-1.2, 0.5, -1.2], [2.6, 0.3, -0.4], [-0.8, -0.3, 1.0], [0.7, -0.8, 0.1], [-0.4, 0.0, 1.0], [-0.3, -0.1, -0.1], [-0.6, 0.3, -0.1], [-0.1, 0.2, 0.0], [-0.4, 0.3, -0.2], [0.6, 0.5, 0.2], [1.5, 0.3, -1.2], [-0.8, -1.0, 0.5], [0.0, 0.2, -0.3], [0.1, -0.3, 0.1], [-0.6, -0.2, 0.5], [-0.2, -0.4, 0.4], [-1.0, -0.1, 0.5], [0.2, 0.6, -0.7], [-0.2, -0.2, 0.5], [0.7, -1.6, 0.0], [-0.5, -0.1, 0.1], [-0.2, -0.1, -0.2], [0.3, 0.0, 0.3], [0.3, 0.8, -0.8], [-0.5, 1.5, -0.4], [-0.3, -0.2, 0.3], [0.2, -0.1, 0.3], [0.8, 1.3, 0.9], [-1.0, -0.3, -0.5], [1.5, 0.0, 0.6], [-0.6, -0.2, -0.4], [0.0, -0.6, 0.0], [0.5, -0.7, -1.2], [0.0, 0.0, 0.3], [0.0, 0.0, 0.4], [-0.8, 0.0, -0.3], [-0.2, -0.5, 1.5], [-0.3, 1.0, -0.3], [-0.4, 0.1, -0.1], [-0.3, -0.4, -0.2], [0.2, 0.2, -0.5], [-0.4, 0.6, -0.9], [-0.1, -0.8, 1.3], [1.3, -0.1, -0.5], [0.0, 0.0, -0.1], [0.3, 1.8, -0.8], [0.0, -1.5, 1.5], [0.8, 0.9, 1.2], [-0.3, -0.3, -0.1], [-0.2, -0.7, 0.1], [-0.3, -0.2, 0.2], [-0.6, 0.2, 0.3], [0.1, 0.5, -0.3], [0.0, -0.9, -2.1], [-0.9, 0.6, -1.3], [0.8, 0.5, -0.4], [0.9, -0.1, 0.1], [0.5, -0.3, -0.1], [-0.4, -0.4, 0.2], [0.6, 0.1, 1.4], [-0.1, 0.1, 0.0], [-0.4, -0.1, 0.3], [-1.0, -0.3, -0.2], [1.0, 0.5, -0.8], [-0.2, -0.1, 1.0], [-0.6, 0.2, 0.1], [0.1, 0.3, 0.5], [-0.8, -0.8, -0.5], [-0.2, 0.4, 0.0], [0.2, 0.2, 0.3], [0.1, -0.8, -0.6], [0.3, -0.1, 0.0], [1.1, 0.6, 2.1], [-0.7, 1.4, 0.2], [0.4, -1.2, -1.5], [0.0, 0.0, -1.1], [-0.1, -0.6, -0.3], [-0.8, 0.3, -0.4], [-0.2, -0.7, -0.3], [0.1, -0.2, -0.5], [0.4, 0.6, 1.4], [1.3, 0.1, -2.0], [-1.1, 0.1, 0.7], [0.6, 0.5, -0.7], [-0.6, 0.1, -0.6], [-0.5, -0.5, -0.2], [0.5, 0.0, 2.1], [0.3, -0.1, 0.4], [0.2, 0.0, -0.1], [-0.5, 0.0, 0.3], [-0.8, -0.2, -1.0], [1.5, 0.6, -0.8], [-0.6, -0.3, 0.5], [-0.2, -0.4, 0.6], [0.3, -0.6, -0.1], [1.1, 1.0, 0.9], [-0.4, 0.4, 0.1], [-0.7, 0.0, -0.1], [0.0, -0.3, -0.1], [0.3, 1.2, -0.5], [-0.4, -1.3, -1.4], [-0.3, 1.2, 1.0], [0.3, -0.8, -0.2], [-0.2, -1.1, 0.0], [-0.1, 0.8, 0.5], [0.6, -0.4, 0.0], [0.2, 0.4, 0.3], [-0.4, 0.1, 0.4], [0.3, -1.9, 0.1], [-0.6, 0.9, 1.0], [0.2, -1.0, -0.3], [0.6, 0.2, -0.2], [-0.8, 1.2, -1.0], [0.9, 0.6, 0.1], [-0.5, -0.3, -0.2], [-0.1, -0.1, 0.4], [0.0, 0.3, 0.1]],
  "lowdin_charge": [-0.055, -0.283, -0.137, 0.072, 0.052, 0.054, 0.094, 0.118, 0.058, -0.096, -0.262, -0.115, 0.028, 0.107, 0.086, 0.125, 0.105, 0.062, -0.065, -0.329, -0.044, 0.043, 0.091, 0.061, 0.078, 0.113, 0.064, -0.091, -0.280, -0.103, 0.046, 0.067, 0.087, 0.124, 0.091, 0.036, -0.097, -0.295, -0.116, 0.061, 0.078, 0.089, 0.082, 0.116, 0.119, -0.062, -0.218, -0.134, 0.016, 0.060, 0.087, 0.099, 0.109, 0.042, -0.064, -0.306, -0.102, 0.080, 0.056, 0.087, 0.108, 0.104, 0.096, -0.080, -0.305, -0.097, 0.054, 0.062, 0.064, 0.124, 0.085, 0.065, -0.057, -0.222, -0.157, 0.084, 0.071, 0.069, 0.093, 0.106, 0.053, -0.072, -0.322, -0.056, 0.076, 0.057, 0.060, 0.091, 0.095, 0.086, -0.074, -0.278, -0.133, 0.076, 0.064, 0.053, 0.116, 0.067, 0.098, -0.089, -0.301, -0.106, 0.057, 0.044, 0.104, 0.114, 0.084, 0.074, -0.106, -0.338, -0.094, 0.085, 0.096, 0.067, 0.120, 0.103, 0.071, -0.043, -0.324, -0.084, 0.056, 0.040, 0.066, 0.114, 0.105, 0.006, -0.056, -0.282, -0.127, 0.065, 0.074, 0.042, 0.113, 0.106, 0.073, -0.080, -0.281, -0.102, 0.072, 0.062, 0.022, 0.113, 0.102, 0.032, -0.053, -0.327, -0.087, 0.069, 0.071, 0.081, 0.085, 0.113, 0.068, -0.075, -0.328, -0.086, 0.056, 0.093, 0.053, 0.112, 0.086, 0.085]
}